Entry 1:
{
  "formula": "C3H4DyO3",
  "method": "ωB97M-V/def2-TZVPD",
  "symbols": ["H", "O", "Dy", "C", "C", "H", "H", "H", "O", "C", "O"],
  "coordinates": [[-3.5012, 1.9700, 0.7063], [-0.7990, 1.2435, 0.5634], [1.6652, 1.0201, 0.5550], [-1.7620, 1.4117, -0.1990], [-3.1428, 1.0668, 0.1597], [-1.5583, 1.7182, -1.2395], [-3.7109, 0.8757, -0.7642], [-3.1678, 0.1916, 0.8274], [1.7590, -1.3699, -0.0699], [1.3242, -2.4304, -0.3208], [0.7661, -3.3840, -0.6332]],
  "forces_ev_per_a": [[-0.1949, -0.1384, -0.1336], [0.0728, 0.1233, -0.4520], [0.1605, -0.9474, -0.0325], [0.5332, -0.6975, 0.0916], [-0.4802, -0.4220, 0.0641], [-0.0300, 0.4357, -0.1511], [0.0514, 0.3563, 0.2793], [0.0084, 0.3748, 0.0915], [0.8790, 2.8912, 0.9701], [-2.4226, -3.3621, -1.4922], [1.4225, 1.3861, 0.7648]],
  "mulliken_spin": [0.00, 0.52, 4.25, 0.00, 0.12, 0.03, 0.01, 0.01, 0.02, 0.04, 0.00],
  "total_energy_ev": -33366.5881,
  "total_charge": 3,
  "e_homo_ev": [-25.15, -24.30],
  "multiplicity": 6,
  "lumo_ev": [-14.70, -18.74],
  "relative_energy_kj_mol": 0.0,
  "s_squared": 9.485
}

Entry 2:
{
  "formula": "C50H81N4O24P2Si",
  "method": "ωB97M-V/def2-TZVPD",
  "symbols": ["C", "Si", "C", "C", "O", "C", "C", "O", "C", "O", "C", "C", "C", "C", "C", "O", "O", "N", "C", "P", "P", "O", "O", "O", "C", "C", "C", "C", "C", "N", "C", "N", "N", "H", "H", "H", "H", "H", "H", "H", "H", "H", "H", "H", "H", "H", "H", "H", "H", "H", "H", "H", "H", "H", "H", "H", "H", "H", "H", "H", "H", "H", "H", "H", "H", "H", "O", "C", "O", "C", "C", "C", "H", "H", "H", "H", "H", "H", "O", "C", "O", "C", "C", "C", "H", "H", "H", "H", "H", "H", "O", "C", "O", "C", "C", "C", "H", "H", "H", "H", "H", "H", "O", "C", "O", "C", "C", "C", "H", "H", "H", "H", "H", "H", "O", "C", "O", "C", "C", "C", "H", "H", "H", "H", "H", "H", "O", "C", "O", "C", "C", "C", "H", "H", "H", "H", "H", "H", "O", "C", "O", "C", "C", "C", "H", "H", "H", "H", "H", "H", "O", "C", "O", "C", "C", "C", "H", "H", "H", "H", "H", "H"],
  "coordinates": [[-8.1867, -3.5401, 2.9758], [-7.2360, -5.1745, 2.6116], [-8.5285, -6.5823, 2.3771], [-6.3870, -4.9187, 0.8586], [-5.9256, -5.5406, 3.7234], [-6.3233, -5.3878, 5.1320], [-5.1996, -4.5520, 6.0462], [-3.9445, -4.2918, 5.3222], [-3.3395, -2.9906, 5.7550], [-3.4458, -2.4815, 6.9875], [-2.4283, -2.0864, 4.6829], [-0.8751, -1.6243, 4.9509], [-0.1018, -0.7268, 3.7706], [1.4314, -0.1511, 3.9017], [1.4088, 1.4650, 3.4785], [0.8776, 2.4099, 4.3033], [1.9513, 1.9655, 2.1884], [-0.8307, -0.3915, 2.4528], [-2.2568, -0.7864, 2.1386], [-2.9843, -0.2670, 0.4074], [-2.0729, -1.7648, -0.9611], [-0.6736, -2.1425, -0.2543], [-1.6828, -1.1065, -2.5254], [-2.9979, -3.2556, -1.0108], [-3.1174, -1.6334, 3.2534], [-4.7074, -2.0364, 2.9279], [-5.6552, -1.1385, 3.9516], [-5.2987, 0.4837, 3.9059], [-5.7054, 1.0638, 2.4228], [-7.1192, 1.6274, 2.5492], [-7.6633, 2.0053, 1.1728], [-7.2544, 3.1992, 0.6178], [-8.6420, 1.0369, 0.4921], [-7.6997, -2.6990, 2.2990], [-9.3150, -3.6280, 2.6285], [-8.0736, -3.1584, 4.0883], [-8.9227, -6.5116, 1.2525], [-8.1201, -7.6431, 2.6549], [-9.4732, -6.2871, 3.0417], [-6.3349, -5.9468, 0.2866], [-7.0792, -4.1795, 0.2542], [-5.3255, -4.4396, 0.9997], [-7.3939, -4.9296, 5.2915], [-6.3774, -6.4927, 5.5797], [-5.7438, -3.5998, 6.4551], [-4.9479, -5.2718, 6.9644], [-0.3143, -1.9221, 5.9608], [2.1154, -0.7505, 3.1479], [1.8735, -0.1781, 4.9923], [1.1961, 2.0404, 1.5284], [-0.3205, 0.1727, 1.7104], [-2.5601, 1.0621, 0.0476], [-2.2737, -1.5780, -3.1993], [-3.6126, -3.2262, -1.8022], [-4.7795, -3.1909, 3.1051], [-4.9841, -1.8516, 1.7888], [-6.8153, -1.2074, 3.6784], [-5.5794, -1.4716, 5.0768], [-4.2103, 0.7370, 4.2543], [-6.0455, 0.9857, 4.6883], [-4.9364, 1.9079, 2.0795], [-5.7453, 0.2564, 1.5738], [-7.7790, 0.9395, 2.9745], [-6.5775, 3.6544, 1.2899], [-8.0427, 0.4717, -0.1646], [-8.9333, 0.3276, 1.2287], [4.9273, -1.5329, 3.6574], [5.2457, -1.4438, 2.4832], [6.1404, -2.2682, 1.8635], [6.3536, -1.8096, 0.5294], [5.1374, -0.9874, 0.1923], [4.7565, -0.3985, 1.5271], [7.2748, -1.2179, 0.5064], [6.4657, -2.6663, -0.1416], [5.3258, -0.2364, -0.5795], [4.3330, -1.6431, -0.1627], [5.2830, 0.5397, 1.7231], [3.6760, -0.2616, 1.6115], [-3.1164, -1.2209, -5.5797], [-3.1000, -0.0100, -5.7271], [-3.9639, 0.8518, -5.1148], [-3.7284, 2.1733, -5.5983], [-2.3192, 2.1571, -6.1301], [-2.1718, 0.7427, -6.6315], [-4.4644, 2.3964, -6.3779], [-3.8481, 2.8915, -4.7819], [-2.1401, 2.9144, -6.8979], [-1.6114, 2.3318, -5.3107], [-2.5165, 0.6390, -7.6641], [-1.1446, 0.3855, -6.5281], [0.2252, 1.2661, -4.9443], [1.0177, 2.0290, -4.4169], [0.8493, 3.3818, -4.3401], [2.0141, 3.9664, -3.7593], [2.6755, 2.8539, -2.9888], [2.3277, 1.6347, -3.8049], [2.6503, 4.3505, -4.5636], [1.7246, 4.7971, -3.1091], [3.7509, 3.0009, -2.8582], [2.2219, 2.7712, -1.9936], [3.0554, 1.4572, -4.6016], [2.2181, 0.7486, -3.1755], [7.5577, -2.7747, 9.3556], [6.7873, -2.8281, 8.4112], [6.1961, -1.7393, 7.8375], [5.2778, -2.1777, 6.8373], [5.7368, -3.5604, 6.4546], [6.3163, -4.0847, 7.7440], [4.2696, -2.1778, 7.2648], [5.3023, -1.4898, 5.9872], [4.9348, -4.1836, 6.0500], [6.5274, -3.4925, 5.6975], [5.5546, -4.5578, 8.3699], [7.1477, -4.7694, 7.5610], [-2.0893, 1.2513, -9.3965], [-2.8597, 1.1978, -10.3409], [-3.4509, 2.2866, -10.9147], [-4.3692, 1.8482, -11.9148], [-3.9102, 0.4655, -12.2975], [-3.3307, -0.0588, -11.0081], [-5.3774, 1.8481, -11.4874], [-4.3447, 2.5361, -12.7650], [-4.7122, -0.1576, -12.7022], [-3.1196, 0.5334, -13.0547], [-4.0925, -0.5319, -10.3822], [-2.4993, -0.7435, -11.1911], [8.8644, 0.6708, 0.4949], [9.4304, 0.2098, 1.4723], [9.0907, 0.4938, 2.7639], [10.0275, -0.1282, 3.6421], [10.6367, -1.2507, 2.8435], [10.6174, -0.7046, 1.4382], [10.7703, 0.6172, 3.9451], [9.5100, -0.4955, 4.5331], [11.6346, -1.5330, 3.1896], [9.9948, -2.1381, 2.9014], [11.5138, -0.1186, 1.2170], [10.4820, -1.4992, 0.7009], [1.9690, 5.9978, -1.6178], [1.0468, 6.6915, -1.2224], [-0.1214, 6.8803, -1.9035], [-0.9228, 7.8312, -1.2040], [-0.4222, 7.8051, 0.2164], [1.0427, 7.4920, 0.0446], [-0.7909, 8.8118, -1.6733], [-1.9766, 7.5453, -1.2705], [-0.6101, 8.7370, 0.7563], [-0.9096, 6.9911, 0.7667], [1.6378, 8.3975, -0.1028], [1.4287, 6.9065, 0.8822], [5.3748, 0.8899, -3.1214], [6.4649, 1.3538, -3.4123], [7.6043, 0.6142, -3.5499], [8.7057, 1.4904, -3.7846], [8.0973, 2.7587, -4.3232], [6.7622, 2.8073, -3.6241], [9.2321, 1.6512, -2.8379], [9.3950, 1.0326, -4.5002], [8.7164, 3.6421, -4.1461], [7.9421, 2.6655, -5.4050], [6.8297, 3.3037, -2.6520], [5.9996, 3.2790, -4.2481]],
  "forces_ev_per_a": [[-0.1128, 1.5658, 0.0561], [0.8063, -0.4262, -1.3168], [-1.3000, 0.1220, 0.1852], [0.0347, 0.1008, -0.1787], [-2.4580, 1.4099, 0.7371], [0.5990, -1.5398, 0.7572], [-1.6434, -1.3607, 1.4523], [0.6938, 4.7458, 1.1681], [-0.3679, 1.3591, 5.1573], [0.4690, -3.3884, -8.0368], [2.0198, 1.4421, -3.2142], [-2.1211, 0.9004, -3.2591], [-2.9229, -0.9306, -0.0375], [-0.2403, 0.6808, -0.8879], [-2.9014, 5.8640, 3.2754], [3.5982, -6.9424, -5.4266], [-2.1903, -2.0688, 1.8882], [-1.4977, -2.0605, 3.5446], [1.6778, -1.1030, 3.4599], [-1.5799, -0.5607, 1.2033], [7.1573, -3.1007, 0.3696], [-5.3993, 1.5713, -2.2245], [-3.0579, -2.4848, 2.4324], [0.5007, 3.9308, -1.5597], [2.3735, 0.6656, -0.2757], [0.8060, 0.2464, 0.4860], [-0.3107, 0.9038, 0.2213], [-1.1385, -0.5544, -0.0126], [0.1796, 0.0677, 0.2868], [-0.4276, -0.0920, -2.1687], [1.4933, 3.2089, -0.5746], [-1.3584, -5.1501, 2.3868], [2.5423, 0.1997, 1.7396], [-0.9751, -1.6457, 1.3132], [2.2884, 0.1749, 0.9876], [-0.6107, -0.7689, -2.2259], [0.9921, -0.3931, 2.3980], [-0.9843, 1.9782, -0.6899], [1.9514, -1.0001, -1.2650], [0.1118, 2.1524, 1.0588], [1.4297, -1.4592, 1.0428], [-1.9338, -0.9838, -0.5441], [2.1335, -0.5980, -0.3846], [0.1288, 2.4308, -0.8775], [1.5422, -1.5658, -0.8503], [-0.4781, 1.8220, -1.9613], [-1.3197, 0.8517, -2.6054], [-1.3448, 1.2246, 1.6690], [-1.1975, -0.1571, -2.2446], [1.2354, 0.0874, 1.2467], [-0.7793, -1.2993, 1.2856], [0.7195, -0.9130, 0.3022], [1.0155, 1.1000, 0.4550], [0.6670, -0.2320, 1.1675], [0.0115, 2.1480, -0.1112], [0.8431, -0.1531, 2.5181], [2.6936, -0.1307, 0.3758], [0.0795, 0.3522, -2.2477], [-2.0282, -0.5978, -0.8753], [1.7409, -0.9384, -1.7263], [-1.9200, -1.6741, 0.7603], [0.5645, 1.1965, 1.7037], [1.0489, 0.4858, -0.4239], [-1.0516, -0.8141, -0.6276], [-0.8816, 0.8961, 0.5623], [0.4358, 1.2459, -1.1331], [0.4582, -0.3700, -1.3491], [0.1104, -0.1441, 1.3547], [-0.7834, 0.2956, 1.2013], [0.5704, -0.0523, -0.8670], [-0.3536, 0.3096, -0.8698], [-0.2352, -0.0286, -0.3537], [-0.1647, -0.0468, -0.0086], [0.0451, 0.0298, 0.3170], [0.0284, -0.1922, 0.0471], [0.1451, 0.0913, -0.0032], [-0.1225, -0.0316, 0.1277], [0.2380, 0.2163, 0.2286], [-0.4431, 1.1604, 0.7283], [0.2674, -0.9721, -0.3212], [0.1690, -1.1700, 0.1644], [-0.1719, 0.8669, -0.1543], [0.4864, 0.7228, -0.0417], [0.0788, 0.0385, 0.3448], [-0.0218, -0.0599, 0.0870], [-0.1784, -0.2724, -0.0281], [-0.1030, -0.1035, 0.0758], [-0.2618, -0.0320, -0.3188], [0.1360, -0.1754, 0.4339], [-0.3423, -0.1611, -0.2002], [0.9808, 1.3237, 0.8836], [-0.8757, -0.8885, -0.9707], [-0.5654, -1.2100, -0.3575], [0.2812, 0.9014, 0.3084], [0.6232, 0.0818, 0.5052], [0.1557, -0.0638, 0.4921], [-0.0284, -0.0835, -0.0291], [-0.0205, -0.3697, -0.5483], [-0.2152, -0.0228, 0.0086], [0.0771, 0.0895, -0.0747], [-0.0999, -0.1605, 0.0845], [0.0546, -0.0750, -0.4712], [-1.2607, 0.4295, -1.6509], [1.2554, 0.1055, 1.9959], [0.5590, -0.2947, 0.5418], [-0.4202, 0.4348, -0.5945], [-0.1591, -0.5106, -0.7430], [0.0734, -0.3025, -0.4568], [0.0248, -0.0227, 0.0530], [0.0389, -0.0433, 0.3244], [0.0938, 0.1624, -0.0106], [-0.2106, 0.0307, 0.0577], [0.1817, -0.0242, 0.0697], [-0.1638, 0.0419, 0.4099], [-1.0608, 0.6370, -1.9693], [0.9513, 0.1943, 1.4584], [0.6957, -0.3884, 0.6728], [-0.5666, 0.2894, -0.5325], [-0.1591, -0.5176, -0.7604], [0.1263, -0.2769, -0.4351], [0.0826, 0.0213, -0.0131], [0.0394, 0.0580, 0.3279], [0.0868, 0.1634, 0.0234], [-0.1655, -0.0009, 0.0955], [0.1665, -0.0314, 0.0708], [-0.1625, 0.0400, 0.4101], [0.3272, -0.4607, 1.6760], [-0.6328, 0.9998, -1.3342], [-0.2971, 0.0469, -1.0816], [0.2337, -0.0840, 0.8649], [0.4448, -0.7788, 0.2634], [0.0979, -0.5090, 0.0542], [-0.0901, -0.0357, -0.0336], [-0.0588, 0.2716, -0.1859], [-0.1800, 0.0618, 0.0287], [0.1123, 0.1335, 0.0371], [-0.1118, -0.0292, -0.1506], [0.1040, 0.3934, -0.1423], [-1.6157, 1.0406, 0.5375], [1.3620, -0.7023, -0.7339], [0.9537, -0.5797, 0.1146], [-0.7341, 0.4669, -0.0612], [-0.3829, 0.2830, 0.7859], [-0.1837, -0.0496, 0.4854], [-0.0045, -0.1060, 0.0123], [0.2490, -0.0317, -0.2290], [-0.0468, -0.1406, -0.1247], [0.0312, 0.1568, -0.0743], [0.1012, -0.1628, 0.0203], [0.2891, 0.1715, -0.2874], [1.6973, 0.1410, -0.4109], [-1.3618, -0.8299, 0.6898], [-1.1353, 0.0674, 0.1166], [0.8771, 0.0127, -0.0358], [0.3630, 0.7056, -0.5177], [0.0646, 0.3309, -0.3888], [-0.0759, -0.0555, -0.0502], [-0.2026, -0.1393, 0.2210], [-0.0260, -0.1834, -0.0344], [0.0677, 0.0260, 0.1693], [-0.1622, -0.0428, -0.0418], [-0.0910, -0.0698, 0.3845]],
  "lowdin_charge": [-0.21, 0.46, -0.21, -0.21, -0.28, -0.20, -0.13, -0.07, -0.21, 0.02, 0.07, 0.12, -0.02, -0.02, -0.24, 0.00, -0.02, 0.07, -0.28, 0.83, 0.53, -0.44, -0.21, -0.23, -0.02, -0.15, -0.18, -0.17, -0.24, -0.06, -0.39, 0.08, 0.05, 0.03, 0.07, 0.05, 0.07, 0.06, 0.05, 0.06, 0.05, 0.03, 0.11, 0.14, 0.13, 0.15, 0.14, 0.13, 0.16, 0.12, 0.14, -0.06, 0.08, 0.09, 0.10, 0.09, 0.10, 0.11, 0.11, 0.13, 0.12, 0.08, 0.09, 0.04, 0.08, 0.07, 0.08, -0.44, 0.04, -0.15, -0.14, -0.08, 0.11, 0.14, 0.11, 0.13, 0.15, 0.10, 0.07, -0.45, 0.02, -0.16, -0.16, -0.09, 0.13, 0.12, 0.13, 0.09, 0.10, 0.12, 0.09, -0.43, 0.04, -0.16, -0.16, -0.09, 0.13, 0.08, 0.10, 0.12, 0.13, 0.13, 0.10, -0.46, 0.03, -0.18, -0.17, -0.09, 0.12, 0.10, 0.12, 0.12, 0.14, 0.13, 0.08, -0.43, 0.04, -0.17, -0.17, -0.08, 0.13, 0.13, 0.12, 0.13, 0.14, 0.13, 0.08, -0.47, 0.03, -0.16, -0.16, -0.08, 0.13, 0.13, 0.12, 0.12, 0.14, 0.13, 0.09, -0.44, 0.04, -0.17, -0.17, -0.08, 0.13, 0.13, 0.12, 0.12, 0.14, 0.13, 0.09, -0.45, 0.03, -0.16, -0.16, -0.09, 0.13, 0.13, 0.12, 0.13, 0.14, 0.13],
  "total_energy_ev": -134701.2073,
  "total_charge": 1,
  "e_homo_ev": -11.14,
  "lumo_ev": -5.06
}